Record 1
A structure of composition C25H61N4Na3O15P in a non-equilibrium geometry, computed with ωB97M-V with the def2-TZVPD basis set.

Last column: Löwdin charge in e.
Cartesian coordinates (Å):
1 Na 3.6641 0.6589 -0.4297  0.43
2 Na 1.7291 0.5921 2.8539  0.51
3 Na 1.0686 3.0354 0.9148  0.65
4 O -0.7518 -0.3959 -0.8312  0.08
5 C 0.1706 -0.0826 0.1344  -0.77
6 O 1.0043 0.8256 -0.1260  -0.06
7 O 0.2631 -0.7748 1.1753  -0.03
8 H -1.0516 -1.2090 -0.3696  0.09
9 P 4.4789 1.3904 2.2627  -0.14
10 O 5.1886 2.4016 3.1267  -0.45
11 O 5.5147 0.8384 1.2743  -0.40
12 O 3.1855 1.9112 1.5160  -0.51
13 O 3.9562 0.2170 3.0974  -0.46
14 C -3.3798 3.9000 -7.9234  -0.13
15 O -3.6753 5.0390 -7.1567  -0.17
16 C -2.7557 6.0808 -7.4692  -0.24
17 C -1.4531 5.9451 -6.7267  -0.22
18 N -1.7023 5.9381 -5.2735  -0.05
19 C -0.6028 5.4448 -4.4750  -0.22
20 C -1.0199 5.0341 -3.0475  -0.22
21 O -1.4820 3.7055 -3.1657  -0.19
22 C -1.2862 2.9197 -1.9989  -0.09
23 H -4.0972 3.1329 -7.6100  0.09
24 H -2.4470 3.3479 -7.7663  0.09
25 H -3.5496 4.0860 -8.9879  0.09
26 H -3.1995 7.0431 -7.1857  0.12
27 H -2.6803 6.2816 -8.5436  0.12
28 H -0.7354 6.7267 -6.9833  0.12
29 H -1.0065 4.9743 -6.9840  0.11
30 H -2.4608 5.2565 -5.2517  0.10
31 H 0.1055 6.2742 -4.3876  0.12
32 H -0.0642 4.5443 -4.7944  0.12
33 H -1.7588 5.7423 -2.6627  0.13
34 H -0.0934 5.0926 -2.4664  0.11
35 H -0.2239 2.8359 -1.7696  0.08
36 H -1.9125 2.0346 -2.0523  0.09
37 H -1.7387 3.4561 -1.1478  0.08
38 C -1.8767 -6.9158 3.4039  -0.12
39 O -1.1587 -6.0370 2.5693  -0.20
40 C -1.7856 -4.7457 2.4232  -0.21
41 C -0.9318 -4.0085 1.4291  -0.20
42 N -0.9355 -4.8495 0.2244  -0.07
43 C -0.6279 -4.1335 -1.0399  -0.19
44 C -0.0346 -4.9996 -2.1414  -0.23
45 O 0.3199 -4.1837 -3.2476  -0.17
46 C 1.0541 -4.9252 -4.1913  -0.13
47 H -1.8743 -6.5515 4.4340  0.08
48 H -1.4710 -7.9224 3.3083  0.08
49 H -2.9106 -7.0389 3.0594  0.08
50 H -1.6095 -4.2872 3.4025  0.12
51 H -2.8222 -4.7405 2.0885  0.12
52 H 0.0749 -3.8546 1.8245  0.12
53 H -1.3455 -3.0567 1.0976  0.10
54 H -0.3551 -5.6767 0.2107  0.10
55 H 0.0887 -3.3550 -0.7558  0.10
56 H -1.6164 -3.7613 -1.3211  0.12
57 H -0.7941 -5.7419 -2.4123  0.12
58 H 0.8002 -5.5757 -1.7266  0.12
59 H 0.5952 -5.8988 -4.3934  0.08
60 H 2.1182 -4.9686 -3.9498  0.09
61 H 0.9265 -4.3998 -5.1426  0.08
62 C 2.8198 -2.9954 1.3088  -0.12
63 O 3.9942 -2.4376 0.8040  -0.17
64 C 4.4982 -3.0129 -0.3863  -0.21
65 C 5.7967 -2.2533 -0.7432  -0.16
66 N 5.6133 -0.8143 -0.7040  -0.10
67 C 6.1794 -0.0648 -1.7504  -0.22
68 C 5.3105 -0.1092 -3.0408  -0.17
69 O 4.3176 0.8998 -2.8446  -0.22
70 C 3.3912 1.0740 -3.8801  -0.11
71 H 2.4313 -2.5030 2.1994  0.08
72 H 2.9278 -4.0588 1.5553  0.09
73 H 2.0097 -2.8493 0.5805  0.07
74 H 3.6971 -2.9831 -1.1355  0.11
75 H 4.7384 -4.0732 -0.2331  0.11
76 H 5.9280 -2.5635 -1.7841  0.11
77 H 6.5696 -2.5118 -0.0185  0.13
78 H 5.8117 -0.4017 0.2302  0.06
79 H 7.1738 -0.4751 -2.0198  0.11
80 H 6.4921 0.9633 -1.5637  0.13
81 H 4.7456 -1.0420 -3.1379  0.12
82 H 5.9138 0.0961 -3.9315  0.12
83 H 3.8788 1.5689 -4.7256  0.09
84 H 2.5269 1.6734 -3.5868  0.08
85 H 2.8897 0.1666 -4.2395  0.09
86 C -2.8404 -0.5970 2.5847  -0.12
87 O -3.8337 -0.3781 3.5564  -0.17
88 C -3.3962 0.0433 4.8332  -0.23
89 C -2.7772 1.4352 4.8171  -0.20
90 N -2.4791 1.9833 6.1479  -0.06
91 C -3.6089 2.5454 6.8814  -0.22
92 C -3.4140 2.8210 8.3806  -0.22
93 O -3.0560 1.6983 9.1314  -0.18
94 C -3.9057 0.5778 9.0236  -0.11
95 H -2.2792 0.2837 2.2643  0.08
96 H -3.2206 -1.1121 1.7022  0.09
97 H -2.1043 -1.3250 2.9523  0.09
98 H -2.7343 -0.6747 5.3370  0.13
99 H -4.2431 -0.0100 5.5231  0.11
100 H -3.5280 2.1173 4.3976  0.12
101 H -1.8545 1.3364 4.2569  0.11
102 H -1.7144 2.6204 5.9736  0.11
103 H -4.3840 1.7825 6.7792  0.09
104 H -4.0591 3.4386 6.4269  0.12
105 H -4.3955 3.2098 8.6853  0.12
106 H -2.6202 3.5508 8.5374  0.12
107 H -4.9695 0.8047 9.1279  0.09
108 H -3.4948 -0.1293 9.7422  0.09
109 H -3.7716 0.0681 8.0622  0.07

Summary:
ΔE to the lowest compared entry with this formula, charge and spin in kcal per mole: 0.00
Net charge: -1
Lowest unoccupied orbital energy in eV: 0.8

***

Record 2
A cluster of 7 separate species, C25H62BClNO11P in total, computed with ωB97M-V with the def2-TZVPD basis set.

Last column: Löwdin charge in e.
Cartesian coordinates (Å):
1 C 3.1599 2.2957 -3.2162  0.02
2 C 1.9318 3.1447 -3.0601  -0.50
3 O 1.6850 3.7742 -2.0856  0.16
4 O 1.1327 3.1538 -4.2069  0.06
5 C -0.2446 3.0758 -4.0592  -0.50
6 O -0.8419 3.5292 -3.1385  0.16
7 C -0.9177 2.3912 -5.2251  -0.03
8 B -1.3376 0.8947 -4.9134  -0.34
9 C -0.4580 -0.3464 -5.3121  -0.19
10 C 0.8188 -0.2189 -4.4809  -0.64
11 C 1.6977 -1.4767 -4.4593  -0.08
12 Cl 0.2737 0.2760 -2.8268  0.81
13 P -3.0437 0.4418 -4.0874  0.51
14 N -3.3649 -1.0861 -4.0867  -0.17
15 O -4.1469 1.2019 -5.0034  -0.18
16 O -3.0944 1.1685 -2.6534  -0.17
17 H 3.0731 1.4805 -2.4961  0.08
18 H 3.2530 1.8700 -4.2120  0.08
19 H 4.0342 2.8948 -2.9745  0.09
20 H -1.8261 2.9831 -5.3648  0.12
21 H -0.3296 2.4618 -6.1416  0.12
22 H -0.9757 -1.2814 -5.1005  0.09
23 H -0.1465 -0.3133 -6.3625  0.12
24 H 1.3819 0.6160 -4.8910  0.08
25 H 1.2306 -2.2828 -5.0173  0.08
26 H 1.8747 -1.7794 -3.4317  0.04
27 H 2.6736 -1.2366 -4.8871  0.08
28 H -3.5213 -1.4805 -3.1664  -0.01
29 H -4.7217 0.4942 -5.3417  0.08
30 H -3.6793 0.6751 -2.0575  0.08
31 C -0.1765 0.7713 2.4806  -0.05
32 C 0.2203 -0.1228 1.3161  -0.49
33 C 1.5040 0.3501 0.6597  -0.06
34 O -0.8389 -0.1947 0.3590  -0.08
35 H -0.3509 1.7927 2.1298  0.08
36 H -1.0972 0.4150 2.9443  0.08
37 H 0.6092 0.7999 3.2375  0.07
38 H 0.3504 -1.1464 1.6734  0.12
39 H 1.3717 1.3573 0.2499  0.08
40 H 1.7703 -0.3083 -0.1696  0.06
41 H 2.3292 0.3762 1.3727  0.06
42 H -0.9825 0.6956 0.0156  0.07
43 C 3.0534 3.5425 2.4823  -0.05
44 C 3.5878 2.4742 3.4227  -0.50
45 C 4.6556 3.0292 4.3499  -0.06
46 O 4.0870 1.3564 2.6827  -0.07
47 H 3.8579 3.9250 1.8477  0.08
48 H 2.2830 3.1321 1.8293  0.06
49 H 2.6311 4.3790 3.0406  0.08
50 H 2.7651 2.0723 4.0176  0.13
51 H 5.5080 3.3947 3.7691  0.08
52 H 5.0226 2.2516 5.0216  0.08
53 H 4.2649 3.8538 4.9463  0.06
54 H 4.8188 1.6685 2.1386  0.09
55 C 4.2134 5.8568 8.5754  -0.06
56 C 3.0586 6.0632 7.6081  -0.50
57 C 1.7431 6.2874 8.3367  -0.06
58 O 2.9532 4.9578 6.7104  -0.07
59 H 4.0365 4.9713 9.1926  0.08
60 H 5.1456 5.7037 8.0315  0.08
61 H 4.3328 6.7152 9.2376  0.08
62 H 3.2699 6.9229 6.9701  0.14
63 H 1.4950 5.4146 8.9472  0.08
64 H 0.9320 6.4382 7.6244  0.08
65 H 1.7978 7.1573 8.9925  0.08
66 H 2.7646 4.1699 7.2334  0.09
67 C -7.9258 2.8111 -2.9569  -0.06
68 C -7.4042 1.6945 -2.0661  -0.50
69 C -6.4665 2.2236 -0.9912  -0.06
70 O -6.7524 0.6939 -2.8470  -0.06
71 H -7.0949 3.3035 -3.4698  0.08
72 H -8.5977 2.4110 -3.7164  0.08
73 H -8.4629 3.5626 -2.3765  0.08
74 H -8.2453 1.1833 -1.5946  0.14
75 H -5.5950 2.6998 -1.4504  0.08
76 H -6.1111 1.4079 -0.3599  0.08
77 H -6.9627 2.9601 -0.3577  0.08
78 H -5.9996 1.1135 -3.2808  0.05
79 C 0.7776 -5.3709 -1.2972  -0.06
80 C 1.5063 -4.1017 -0.8882  -0.49
81 C 1.4618 -3.8860 0.6172  -0.06
82 O 0.9629 -2.9671 -1.5644  -0.08
83 H -0.2761 -5.3175 -1.0166  0.08
84 H 0.8247 -5.5098 -2.3778  0.08
85 H 1.2062 -6.2496 -0.8151  0.07
86 H 2.5473 -4.1556 -1.2144  0.14
87 H 0.4255 -3.7839 0.9518  0.08
88 H 1.9922 -2.9726 0.8902  0.07
89 H 1.9125 -4.7245 1.1507  0.08
90 H 0.0378 -2.8882 -1.3009  0.09
91 C -1.1685 -10.3885 -0.4458  -0.06
92 C -0.4875 -9.0895 -0.0446  -0.51
93 C -0.5092 -8.8809 1.4618  -0.06
94 O -1.0845 -7.9797 -0.7125  -0.06
95 H -2.2191 -10.3738 -0.1424  0.08
96 H -1.1352 -10.5193 -1.5274  0.08
97 H -0.6900 -11.2484 0.0248  0.08
98 H 0.5473 -9.1021 -0.3925  0.14
99 H -1.5407 -8.8217 1.8206  0.08
100 H -0.0105 -7.9479 1.7260  0.07
101 H -0.0138 -9.7012 1.9829  0.08
102 H -2.0068 -7.9289 -0.4363  0.09

Summary:
ΔE to the lowest compared entry with this formula, charge and spin in kcal per mole: 0.00
SMILES: CC(=O)OC(=O)CB(C[C@H](C)Cl)P(=N)(O)O.CC(C)O.CC(C)O.CC(C)O.CC(C)O.CC(C)O.CC(C)O
Lowest unoccupied orbital energy in eV: -0.1

***

no.,gap between HOMO and LUMO (eV)
1,3.095
2,8.753